Below is C42H34AsIrN2O6 as an isolated structure at a distorted geometry, with properties calculated with ωB97M-V/def2-TZVPD.

Last column: Mulliken charge in e.
Cartesian coordinates (Å):
Ir1 0.5650 0.6801 -0.5527  3.600
O1 -0.9311 -0.7250 -0.8236  -0.695
C1 -1.2628 -1.4047 -1.8993  -0.292
C2 -1.7158 -2.7298 -1.7662  -0.209
C3 -2.2059 -3.4239 -2.8477  -0.662
C4 -2.2830 -2.8342 -4.1239  -0.875
C5 -1.8027 -1.5633 -4.2740  -0.773
C6 -1.2623 -0.8558 -3.1808  0.604
C7 -0.6825 0.4130 -3.4063  -0.489
N1 -0.0518 1.1431 -2.5633  0.025
C8 0.5413 2.3693 -3.0569  -0.760
C9 0.5872 3.3221 -1.9235  -0.587
N2 1.3152 2.6659 -0.8581  0.485
C10 2.4151 3.1990 -0.4571  -0.429
C11 3.2861 2.7190 0.5412  0.637
C12 4.5081 3.3908 0.7835  -0.854
C13 5.3663 2.9625 1.7506  -0.858
C14 5.0119 1.8188 2.5055  -0.484
C15 3.8269 1.1593 2.2909  -0.995
C16 2.9138 1.6051 1.3034  -0.067
O2 1.7552 1.0344 1.1912  -0.302
H1 -1.6544 -3.1737 -0.7767  0.416
H2 -2.5329 -4.4516 -2.7170  0.443
H3 -2.7020 -3.3742 -4.9634  0.406
H4 -1.8157 -1.0814 -5.2493  0.395
H5 -0.7642 0.7901 -4.4249  0.315
H6 -0.0229 2.7864 -3.8878  0.595
H7 1.5593 2.1656 -3.3954  0.217
H8 -0.4277 3.5359 -1.5858  -0.102
H9 1.0621 4.2502 -2.2296  0.582
H10 2.7145 4.1314 -0.9321  0.246
H11 4.7583 4.2573 0.1759  0.381
H12 6.2958 3.4864 1.9423  0.399
H13 5.6935 1.4543 3.2668  0.443
H14 3.5429 0.2821 2.8637  0.440
C17 -5.2362 3.2050 1.7095  -0.521
C18 -4.2601 3.6663 0.8370  -0.696
C19 -3.0465 2.9994 0.7419  -0.159
C20 -2.7985 1.8759 1.5229  0.208
C21 -3.7652 1.4314 2.4202  -0.288
C22 -4.9849 2.0926 2.5058  -0.880
As1 -1.0379 1.0530 1.4470  1.807
C23 -0.2978 2.0471 2.9369  0.635
C24 -0.3582 1.5705 4.2395  -0.254
C25 0.2004 2.3147 5.2762  -0.764
C26 0.8129 3.5316 5.0098  -0.614
C27 0.8507 4.0194 3.7043  -0.670
C28 0.2943 3.2790 2.6739  -0.375
C29 -1.3529 -0.7302 2.0805  0.322
C30 -2.4889 -1.4149 1.6485  -1.094
C31 -2.6554 -2.7483 1.9807  -0.905
C32 -1.6783 -3.4072 2.7229  -0.617
C33 -0.5372 -2.7332 3.1268  -0.855
C34 -0.3677 -1.3944 2.8000  -0.195
H15 -6.1924 3.7136 1.7723  0.385
H16 -4.4448 4.5429 0.2289  0.421
H17 -2.2864 3.3530 0.0559  0.223
H18 -3.5692 0.5794 3.0554  0.389
H19 -5.7394 1.7373 3.1969  0.408
H20 -0.8321 0.6213 4.4510  0.436
H21 0.1588 1.9377 6.2928  0.425
H22 1.2638 4.1008 5.8156  0.379
H23 1.3302 4.9696 3.4921  0.422
H24 0.3482 3.6422 1.6525  0.211
H25 -3.2331 -0.9130 1.0501  0.560
H26 -3.5414 -3.2792 1.6513  0.423
H27 -1.7974 -4.4569 2.9622  0.392
H28 0.2425 -3.2531 3.6660  0.430
H29 0.5483 -0.8823 3.0688  0.428
O3 1.9739 -3.1374 0.7247  -0.690
C35 1.8022 -2.3793 -0.2233  -0.288
O4 1.7740 -1.0695 -0.1016  -0.635
C36 1.6905 -2.9881 -1.6091  -0.083
C37 1.8148 -2.2243 -2.7568  -0.210
C38 1.6922 -2.7915 -4.0345  -1.137
C39 1.4345 -4.1318 -4.0894  1.154
O5 1.2560 -4.9128 -5.2047  -0.541
C40 0.9217 -6.2233 -4.7275  -0.354
O6 1.0413 -6.2030 -3.3005  -0.546
C41 1.3137 -4.8973 -2.9508  1.265
C42 1.4506 -4.3682 -1.6979  -1.336
H30 2.0211 -1.1674 -2.6556  0.705
H31 1.7885 -2.1996 -4.9389  0.410
H32 1.6077 -6.9537 -5.1454  0.269
H33 -0.1010 -6.4669 -5.0118  0.284
H34 1.3696 -4.9616 -0.7926  0.519

Output
E_tot: -4521.86778 Eh
HOMO (alpha / beta): -7.251 / -7.252 eV
total charge: 0
gap between HOMO and LUMO (alpha / beta): 6.805 / 6.803 eV
lowest unoccupied orbital energy (alpha / beta): -0.446 / -0.449 eV


Below is a 2-piece molecular cluster, C3H8NO overall at a distorted geometry, with properties calculated with ωB97M-V/def2-TZVPD.

Last column: Mulliken charge in e.
Cartesian coordinates (Å):
C1 2.5382 0.5160 -0.0463  0.746
C2 -1.9867 0.5789 -0.3360  -0.728
C3 3.3026 -0.4797 -0.2777  -0.860
N1 -0.7759 -0.1475 0.2861  -0.260
O1 1.6051 1.1118 0.2791  -0.531
H1 3.3395 -1.2038 0.4856  0.291
H2 -2.4252 1.3008 0.2604  0.334
H3 -1.5395 1.0146 -1.2108  0.310
H4 -2.8003 -0.0519 -0.5776  0.358
H5 3.7981 -0.6463 -1.1986  0.288
H6 0.1552 0.2879 0.3329  0.209
H7 -0.9163 -0.2898 1.2746  0.409
H8 -0.4876 -1.1111 -0.0673  0.432

Output
E_tot: -248.78550 Eh
HOMO: -13.609 eV
total charge: +1
gap between HOMO and LUMO: 9.848 eV
lowest unoccupied orbital energy: -3.761 eV


Below is one molecule with the formula C5H7NO, with properties calculated with ωB97M-V/def2-TZVPD.

Last column: Mulliken charge in e.
Cartesian coordinates (Å):
C1 1.6182 -1.0736 0.8125  -0.334
N1 0.3808 -1.2605 0.6327  -0.377
C2 -0.5142 -0.1705 0.9766  -0.686
C3 -1.3838 0.2129 -0.2206  -0.408
C4 -0.6133 0.7146 -1.4219  -0.635
C5 0.6724 0.9824 -1.4366  0.611
O1 1.8177 1.2272 -1.4645  -0.402
H1 2.3230 -1.8657 0.5562  0.273
H2 2.0393 -0.1393 1.2134  0.265
H3 0.0282 0.7146 1.3566  0.388
H4 -1.1751 -0.5225 1.7775  0.366
H5 -2.0980 0.9813 0.1040  0.311
H6 -1.9692 -0.6642 -0.5188  0.302
H7 -1.1260 0.8635 -2.3673  0.326

Output
E_tot: -324.65499 Eh
HOMO: -8.839 eV
total charge: 0
gap between HOMO and LUMO: 9.702 eV
lowest unoccupied orbital energy: 0.863 eV
SMILES string: C=NCCC=C=O